Density functional theory data (ωB97M-V with the def2-TZVPD basis set) for an isolated molecule of C8H14.

XYZ file:
```
22
C8H14 (ωB97M-V with the def2-TZVPD basis set)
C -1.77440 -0.72004 0.29143
C -0.75854 -0.14617 -0.34246
C -0.87016 1.35224 -0.57002
C -0.58751 2.28764 0.58064
C 0.46861 -0.97922 -0.55574
C 0.36140 -1.78292 -1.87167
C 1.55654 -0.94930 0.20980
C 1.59381 -0.23237 1.54185
H -2.70672 -0.21974 0.50425
H -1.72392 -1.70582 0.70543
H -0.28540 1.66402 -1.44454
H -1.79986 1.65631 -1.08734
H 0.42522 2.32800 0.96564
H -1.21957 1.93935 1.43015
H -1.02045 3.26159 0.36502
H 1.26963 -1.65337 -2.45006
H 0.30774 -2.82979 -1.55012
H -0.50952 -1.52102 -2.45010
H 2.41524 -1.58550 0.11023
H 2.20714 0.66195 1.42993
H 2.03603 -0.91102 2.27327
H 0.61468 0.08518 1.91441
```

Results
Gap between HOMO and LUMO   10.01 eV
M   110.200 g mol⁻¹
SMILES string   C=C(CC)/C(C)=C\C
Lowest unoccupied orbital energy   0.039 Eh
E_tot   -8521.3279 eV
Energy relative to the best compared isomer or geometry (same formula, charge and spin)   169.0 kJ/mol

Electronic structure analysis, Mulliken charges in units of e:
1 C -0.906
2 C 0.161
3 C -0.628
4 C -1.119
5 C 0.440
6 C -1.388
7 C -0.246
8 C -1.188
9 H 0.346
10 H 0.332
11 H 0.378
12 H 0.470
13 H 0.231
14 H 0.297
15 H 0.392
16 H 0.361
17 H 0.307
18 H 0.350
19 H 0.470
20 H 0.242
21 H 0.391
22 H 0.307

=====

Density functional theory data (ωB97M-V with the def2-TZVPD basis set) for a cluster of 2 separate species, C8H14 in total.

XYZ file:
```
22
C8H14 (ωB97M-V with the def2-TZVPD basis set)
C 3.00497 -1.00522 -0.57735
C 3.05497 0.53753 -0.17545
C 1.78157 1.17680 0.33013
C -0.63515 -0.32766 -0.15207
C -4.15179 0.45422 1.04706
C -2.97158 0.57893 0.44988
C -1.95018 -0.49676 0.48709
C -1.60182 -0.88873 -1.06190
H 3.89858 -1.46159 -0.15174
H 3.08688 -1.06583 -1.65682
H 2.10474 -1.44547 -0.17003
H 2.83568 0.91228 -1.18311
H 4.03993 0.88520 0.09730
H 1.31807 1.87473 -0.35577
H 1.68509 1.61361 1.32732
H 0.18582 -0.89868 0.24866
H -0.34725 0.68917 -0.53740
H -4.88144 1.24840 1.02269
H -4.34923 -0.49739 1.51678
H -2.61646 1.32998 -0.24891
H -2.12408 -1.32583 1.16556
H -1.36731 -1.88770 -1.42194
```

Results
Gap between HOMO and LUMO   4.09 eV
M   110.200 g mol⁻¹
Lowest unoccupied orbital energy   -0.088 Eh
E_tot   -8513.0621 eV
Energy relative to the best compared isomer or geometry (same formula, charge and spin)   966.6 kJ/mol

Electronic structure analysis, Mulliken charges in units of e:
1 C -0.905
2 C -0.086
3 C -1.029
4 C -0.048
5 C -0.841
6 C -0.036
7 C -0.119
8 C -0.562
9 H 0.322
10 H 0.255
11 H 0.282
12 H 0.108
13 H 0.461
14 H 0.400
15 H 0.327
16 H 0.207
17 H 0.003
18 H 0.271
19 H 0.230
20 H 0.259
21 H 0.294
22 H 0.204

=====

Density functional theory data (ωB97M-V with the def2-TZVPD basis set) for an isolated molecule of C8H14.

XYZ file:
```
22
C8H14 (ωB97M-V with the def2-TZVPD basis set)
C -0.81251 1.15013 1.88696
C 0.04608 0.97107 0.92849
C 1.42405 0.38944 1.28997
C 2.63463 0.73530 0.43475
C -0.34250 1.13060 -0.53582
C -0.51202 -0.22798 -1.19835
C -1.30846 -1.28982 -0.96416
C -1.50348 -2.54178 -1.68981
H -1.68653 1.79692 1.62836
H -0.68930 0.82441 2.92969
H 1.23574 -0.75463 1.38109
H 1.65245 0.76934 2.24135
H 3.57734 0.35985 0.91199
H 2.80159 1.81263 0.32178
H 2.59586 0.19541 -0.61190
H -1.24557 1.73029 -0.64076
H 0.43333 1.56991 -1.14632
H 0.13658 -0.30153 -2.17962
H -2.00626 -1.12007 -0.09396
H -2.07153 -3.22137 -1.04144
H -0.57930 -3.11184 -1.84689
H -1.90910 -2.45104 -2.76556
```

Results
Gap between HOMO and LUMO   10.18 eV
M   110.200 g mol⁻¹
SMILES string   C=C(CC)C/C=C/C
Lowest unoccupied orbital energy   0.041 Eh
E_tot   -8520.8370 eV
Energy relative to the best compared isomer or geometry (same formula, charge and spin)   216.4 kJ/mol

Electronic structure analysis, Mulliken charges in units of e:
1 C -1.019
2 C 0.696
3 C -0.442
4 C -1.144
5 C -0.974
6 C -0.182
7 C 0.077
8 C -1.131
9 H 0.255
10 H 0.305
11 H 0.207
12 H 0.409
13 H 0.367
14 H 0.311
15 H 0.213
16 H 0.398
17 H 0.346
18 H 0.164
19 H 0.267
20 H 0.322
21 H 0.300
22 H 0.255

=====

Density functional theory data (ωB97M-V with the def2-TZVPD basis set) for an isolated molecule of C8H14.

XYZ file:
```
22
C8H14 (ωB97M-V with the def2-TZVPD basis set)
C 0.15332 0.61324 0.89130
C 1.31291 0.85818 -0.09109
C 0.14800 -0.63308 0.00223
C -1.03545 0.24463 -0.04270
C 2.78769 0.53431 0.14507
C 0.30941 -2.11616 -0.00122
C -1.35366 1.15936 -1.22864
C -2.22278 -0.22838 0.76248
H 0.07760 0.62205 1.92214
H 1.01132 1.47861 -0.92132
H 3.09713 -0.36025 -0.36104
H 3.07497 0.38205 1.16580
H 3.27108 1.28467 -0.30816
H -0.18601 -2.40620 -0.99868
H -0.02595 -2.57569 0.89119
H 1.30542 -2.32053 -0.24040
H -0.93121 2.25369 -1.26327
H -2.42857 1.26455 -1.21066
H -0.74931 0.75083 -2.08106
H -2.01024 -1.04928 1.36370
H -3.09434 -0.34756 0.11117
H -2.51133 0.59097 1.49315
```

Results
Gap between HOMO and LUMO (alpha / beta)   5.06 / 8.60 eV
M   110.200 g mol⁻¹
Lowest unoccupied orbital energy (alpha / beta)   0.038 / -0.035 Eh
E_tot   -8514.7879 eV
Energy relative to the best compared isomer or geometry (same formula, charge and spin)   271.1 kJ/mol
Spin multiplicity   3

Electronic structure analysis, Mulliken charges in units of e:
1 C -0.824
2 C -0.263
3 C -0.209
4 C 2.080
5 C -1.375
6 C -1.234
7 C -1.698
8 C -1.733
9 H 0.484
10 H 0.411
11 H 0.280
12 H 0.361
13 H 0.453
14 H 0.263
15 H 0.384
16 H 0.356
17 H 0.260
18 H 0.471
19 H 0.365
20 H 0.369
21 H 0.481
22 H 0.316

=====

Density functional theory data (ωB97M-V with the def2-TZVPD basis set) for a structure of composition C8H14AsNPtSSe2Te2.

XYZ file:
```
30
C8H14AsNPtSSe2Te2 (ωB97M-V with the def2-TZVPD basis set)
Pt -0.62680 -1.37714 0.01325
Se -3.12253 -1.82390 -0.95397
Te -4.22457 -4.13016 -0.08275
Te -1.47340 -5.33336 -0.07197
Se -0.39196 -3.71111 1.73383
C 0.28002 2.01517 -0.67148
As 0.30208 0.54356 -2.29098
C -1.03509 0.44524 -3.28104
C 1.74893 0.79666 -3.90026
S 0.58396 -2.19812 -1.80670
H 0.53508 2.80392 -1.01465
H 1.66887 1.63199 -0.05304
H -0.51739 1.46050 -0.19508
H -1.33015 1.83600 -3.71763
H -2.08512 0.48389 -2.60495
H -1.27019 -0.17492 -4.14778
H 1.69980 1.75273 -3.93438
H 1.46289 -0.00953 -4.70930
H 2.75812 0.43254 -3.08160
C 0.94570 1.32620 3.79269
C 1.64056 0.30869 3.42382
C 1.07316 -0.41780 2.11751
N -0.22242 -0.58984 1.95757
C -0.78720 0.06032 2.92719
C -0.26331 0.73515 3.88992
H 1.25120 1.50422 4.80703
H 2.74526 0.63781 3.56928
H 1.96224 -1.00155 1.51412
H -1.98153 0.16437 2.66500
H -1.32622 1.82849 4.10637
```

Results
Gap between HOMO and LUMO (alpha / beta)   6.38 / 5.02 eV
M   839.394 g mol⁻¹
Lowest unoccupied orbital energy (alpha / beta)   -0.294 / -0.341 Eh
Net charge   +2
E_tot   -230177.6624 eV
Spin multiplicity   5

Electronic structure analysis, Mulliken charges in units of e:
1 Pt 0.878
2 Se 0.020
3 Te 0.249
4 Te 0.172
5 Se 0.073
6 C -0.979
7 As 0.076
8 C -0.625
9 C -0.954
10 S -0.222
11 H 0.724
12 H 0.232
13 H 0.245
14 H 0.363
15 H 0.249
16 H 0.347
17 H 0.500
18 H 0.347
19 H 0.294
20 C -0.139
21 C -0.272
22 C -0.231
23 N -0.057
24 C -0.292
25 C -0.329
26 H 0.305
27 H 0.317
28 H 0.290
29 H 0.207
30 H 0.213

=====

Density functional theory data (ωB97M-V with the def2-TZVPD basis set) for an isolated molecule of C8H14BN.

XYZ file:
```
24
C8H14BN (ωB97M-V with the def2-TZVPD basis set)
C -0.08278 -1.94233 -0.21713
B -0.02638 -0.36487 -0.01658
C -1.26063 0.51420 0.60426
C -1.82622 1.19119 -0.62485
C -3.02171 0.64897 -0.92529
C -3.43487 -0.21247 0.17311
C -2.45957 -0.23452 1.11619
N 1.36513 0.26456 0.06913
C 1.51816 1.65808 0.31181
C 2.61532 -0.38574 -0.21071
H 0.74601 -2.43614 -0.74279
H -1.05213 -2.38070 -0.66302
H -0.23712 -2.39933 0.73160
H -0.91176 1.28669 1.26276
H -1.23716 1.95576 -1.14138
H -3.40040 0.95412 -1.88547
H -4.29739 -0.70497 0.29857
H -2.56886 -0.87233 2.00505
H 0.49442 2.26882 0.33030
H 2.08008 2.04331 1.27400
H 2.18765 1.94136 -0.59338
H 3.16633 0.19539 -0.82789
H 3.13128 -0.51091 0.67418
H 2.67009 -1.40678 -0.53749
```

Results
Gap between HOMO and LUMO   9.06 eV
M   135.019 g mol⁻¹
SMILES string   CB(C1C=CC=C1)N(C)C
Lowest unoccupied orbital energy   0.028 Eh
E_tot   -10687.8794 eV
Energy relative to the best compared isomer or geometry (same formula, charge and spin)   112.9 kJ/mol

Electronic structure analysis, Mulliken charges in units of e:
1 C -1.133
2 B 0.454
3 C 0.185
4 C -0.315
5 C -0.677
6 C -0.505
7 C -1.066
8 N -0.067
9 C -0.862
10 C -1.116
11 H 0.338
12 H 0.308
13 H 0.444
14 H 0.442
15 H 0.329
16 H 0.392
17 H 0.602
18 H 0.378
19 H 0.195
20 H 0.216
21 H 0.324
22 H 0.368
23 H 0.422
24 H 0.343

=====

Density functional theory data (ωB97M-V with the def2-TZVPD basis set) for a structure of composition C8H14BrNO3P2S.

XYZ file:
```
30
C8H14BrNO3P2S (ωB97M-V with the def2-TZVPD basis set)
O 3.14349 3.26485 1.28447
P 1.99232 2.60858 0.51251
O 1.23057 3.70991 -0.57883
O 0.80509 2.14482 1.63445
P 2.68382 0.94158 -0.77155
C 1.89275 -0.68380 -0.23822
C 2.75212 -1.93076 0.18480
N 2.11205 -3.19020 0.55096
C 0.68070 -3.35910 0.56191
C -0.27164 -2.18215 0.16925
C 0.33945 -0.80402 -0.25086
C -0.68863 0.33083 -0.68606
C -2.13357 0.22237 0.00467
C -3.04844 1.43518 -0.59110
S -4.65818 1.35800 0.38592
H 1.85784 3.73655 -1.35085
H 0.89894 1.20911 1.91933
H 4.09770 0.83532 -0.45018
H 3.88786 -1.90281 0.18294
H 2.71160 -3.99555 0.80746
H 0.19261 -4.35684 0.83039
H -1.40793 -2.38468 0.20457
H -0.31225 1.40030 -0.54896
H -0.86297 0.19424 -1.82528
H -2.63947 -0.76694 -0.38387
H -2.11829 0.27929 1.14668
H -3.21866 1.27627 -1.70999
H -2.55184 2.45821 -0.46842
H -4.54007 0.22510 1.19431
Br -2.82693 -2.07365 -1.72045
```

Results
Gap between HOMO and LUMO   5.11 eV
M   346.123 g mol⁻¹
Lowest unoccupied orbital energy   -0.077 Eh
E_tot   -115606.7479 eV

Electronic structure analysis, Mulliken charges in units of e:
1 O -0.645
2 P 0.833
3 O -0.476
4 O -0.462
5 P -0.051
6 C 0.237
7 C -0.390
8 N -0.046
9 C -0.452
10 C -0.398
11 C 0.481
12 C 0.176
13 C -0.881
14 C -0.546
15 S -0.283
16 H 0.351
17 H 0.342
18 H 0.099
19 H 0.329
20 H 0.292
21 H 0.370
22 H 0.189
23 H -0.065
24 H 0.352
25 H 0.130
26 H 0.381
27 H 0.337
28 H 0.353
29 H 0.133
30 Br -0.688

=====

Density functional theory data (ωB97M-V with the def2-TZVPD basis set) for an isolated molecule of C8H14Cl2.

XYZ file:
```
24
C8H14Cl2 (ωB97M-V with the def2-TZVPD basis set)
C -0.43181 0.22743 2.27277
C -0.80468 0.96610 0.93288
C -1.96876 1.84164 1.11867
C -0.46847 0.51530 -0.42561
Cl -1.61972 1.22605 -1.69130
C 0.56581 -0.57487 -0.84076
C 0.07909 -1.93513 -0.61490
C 2.00159 -0.38665 -0.20751
C 0.82329 -0.28998 -2.29784
Cl 1.67466 1.32738 -2.63857
H 0.13705 0.76519 2.96427
H -1.37406 -0.04002 2.68772
H 0.07960 -0.67239 2.01714
H -2.78713 1.45909 0.64806
H -1.83199 2.85002 0.81231
H -2.25815 1.75022 2.18161
H -1.04362 -1.96200 -0.70536
H 0.60379 -2.72266 -1.18358
H 0.28643 -2.15216 0.42618
H 2.01134 -0.52514 0.86245
H 2.84653 -0.92219 -0.65783
H 2.26636 0.68820 -0.12978
H 1.34630 -1.09670 -2.71319
H -0.13347 -0.33672 -2.81786
```

Results
Gap between HOMO and LUMO   9.42 eV
M   181.106 g mol⁻¹
SMILES string   CC(C)=C(Cl)C(C)(C)CCl
Lowest unoccupied orbital energy   0.026 Eh
E_tot   -33565.9566 eV
Energy relative to the best compared isomer or geometry (same formula, charge and spin)   161.7 kJ/mol

Electronic structure analysis, Mulliken charges in units of e:
1 C -1.418
2 C 0.778
3 C -1.804
4 C -0.233
5 Cl -0.232
6 C 1.814
7 C -1.450
8 C -1.609
9 C -1.454
10 Cl -0.185
11 H 0.296
12 H 0.471
13 H 0.306
14 H 0.550
15 H 0.359
16 H 0.400
17 H 0.317
18 H 0.409
19 H 0.331
20 H 0.380
21 H 0.383
22 H 0.463
23 H 0.587
24 H 0.540

=====

Question: What is the M in the seventh record?
Answer: 346.123 g mol⁻¹

=====

Copy entry 3 word for word.
Density functional theory data (ωB97M-V with the def2-TZVPD basis set) for an isolated molecule of C8H14.

XYZ file:
```
22
C8H14 (ωB97M-V with the def2-TZVPD basis set)
C -0.81251 1.15013 1.88696
C 0.04608 0.97107 0.92849
C 1.42405 0.38944 1.28997
C 2.63463 0.73530 0.43475
C -0.34250 1.13060 -0.53582
C -0.51202 -0.22798 -1.19835
C -1.30846 -1.28982 -0.96416
C -1.50348 -2.54178 -1.68981
H -1.68653 1.79692 1.62836
H -0.68930 0.82441 2.92969
H 1.23574 -0.75463 1.38109
H 1.65245 0.76934 2.24135
H 3.57734 0.35985 0.91199
H 2.80159 1.81263 0.32178
H 2.59586 0.19541 -0.61190
H -1.24557 1.73029 -0.64076
H 0.43333 1.56991 -1.14632
H 0.13658 -0.30153 -2.17962
H -2.00626 -1.12007 -0.09396
H -2.07153 -3.22137 -1.04144
H -0.57930 -3.11184 -1.84689
H -1.90910 -2.45104 -2.76556
```

Results
Gap between HOMO and LUMO   10.18 eV
M   110.200 g mol⁻¹
SMILES string   C=C(CC)C/C=C/C
Lowest unoccupied orbital energy   0.041 Eh
E_tot   -8520.8370 eV
Energy relative to the best compared isomer or geometry (same formula, charge and spin)   216.4 kJ/mol

Electronic structure analysis, Mulliken charges in units of e:
1 C -1.019
2 C 0.696
3 C -0.442
4 C -1.144
5 C -0.974
6 C -0.182
7 C 0.077
8 C -1.131
9 H 0.255
10 H 0.305
11 H 0.207
12 H 0.409
13 H 0.367
14 H 0.311
15 H 0.213
16 H 0.398
17 H 0.346
18 H 0.164
19 H 0.267
20 H 0.322
21 H 0.300
22 H 0.255